Here is a cluster of 3 separate species, C2H13N2O2 in total in a non-equilibrium geometry from the OMol25 dataset. Energies are from ωB97M-V/def2-TZVPD.

Last columns: bonded neighbours and bond lengths (Å).
Atoms and positions in Å:
1 O -1.49 1.22 1.90  H14 0.976, H17 0.966
2 O 2.50 1.68 0.67  H9 0.976, H18 0.970
3 N 0.31 -0.61 0.80  C5 1.523, H8 1.035, H16 1.029, H19 1.022
4 N -1.59 -0.28 -1.47  C6 1.428, H10 1.034, H12 1.023
5 C 0.50 -1.32 -0.53  N3 1.523, C6 1.578, H7 1.082, H15 1.090
6 C -0.22 -0.59 -1.74  N4 1.428, C5 1.578, H11 1.087, H13 1.100
7 H 1.56 -1.33 -0.74  C5 1.082
8 H 0.95 0.20 0.81  N3 1.035
9 H 2.47 1.97 1.60  O2 0.976
10 H -2.30 -0.99 -1.71  N4 1.034
11 H 0.30 0.32 -1.99  C6 1.087
12 H -1.91 0.63 -1.80  N4 1.023
13 H -0.21 -1.41 -2.47  C6 1.100
14 H -2.20 0.76 2.39  O1 0.976
15 H 0.07 -2.32 -0.39  C5 1.090
16 H -0.62 -0.16 0.84  N3 1.029
17 H -1.89 2.05 1.61  O1 0.966
18 H 3.44 1.45 0.62  O2 0.970
19 H 0.32 -1.25 1.60  N3 1.022

Net charge: +2
Spin multiplicity: 2
Relative energy (zero: lowest compared OMol25 entry of this formula, charge and spin) (kJ/mol): 54.94
M (g/mol): 97.14
HOMO-LUMO gap (spin up / spin down) (eV): 11.47 / 5.60

These are the natural (NBO) partial charges, in e, on atoms 1 to 6:
1 O -0.979
2 O -0.974
3 N -0.713
4 N -0.265
5 C -0.203
6 C -0.309